[1]
Computed, not measured: the molecule C22H30ClN5O2 at a distorted geometry, with ωB97M-V with the def2-TZVPD basis set.

Structure (XYZ):
```
60
C22H30ClN5O2 | OMol25 | ωB97M-V with the def2-TZVPD basis set
C -7.576 -2.448 -0.709
C -6.375 -1.524 -0.555
C -5.520 -1.931 0.656
N -4.337 -1.140 0.920
C -3.314 -1.204 -0.105
C -2.025 -0.596 0.459
N -2.194 0.779 0.889
C -2.240 1.765 -0.178
C -1.533 3.058 0.256
C -0.128 2.783 0.794
N 0.708 2.168 -0.210
C 1.858 2.685 -0.649
O 2.367 3.714 -0.262
C 2.515 1.819 -1.752
N 2.929 0.522 -1.261
N 4.197 0.431 -0.934
C 4.694 -0.689 -0.483
C 6.117 -0.679 -0.133
C 6.879 -1.846 -0.117
C 8.220 -1.808 0.214
C 8.811 -0.596 0.535
Cl 10.485 -0.549 0.955
C 8.072 0.578 0.518
C 6.734 0.532 0.184
C 3.865 -1.839 -0.344
C 2.559 -1.748 -0.689
C 2.006 -0.510 -1.171
O 0.832 -0.322 -1.481
C -3.298 0.860 1.827
C -4.594 0.238 1.288
H -7.250 -3.476 -0.852
H -8.177 -2.155 -1.566
H -8.203 -2.409 0.180
H -6.724 -0.497 -0.427
H -5.767 -1.565 -1.461
H -5.190 -2.966 0.523
H -6.141 -1.892 1.557
H -3.144 -2.251 -0.367
H -3.602 -0.659 -1.021
H -1.224 -0.650 -0.281
H -1.728 -1.174 1.340
H -3.265 2.015 -0.486
H -1.731 1.354 -1.052
H -1.478 3.736 -0.597
H -2.107 3.547 1.044
H 0.357 3.712 1.099
H -0.210 2.109 1.652
H 0.378 1.295 -0.608
H 1.795 1.669 -2.561
H 3.404 2.338 -2.109
H 6.436 -2.793 -0.387
H 8.807 -2.713 0.221
H 8.544 1.516 0.766
H 6.144 1.435 0.167
H 4.272 -2.759 0.047
H 1.877 -2.580 -0.603
H -3.467 1.905 2.092
H -3.001 0.314 2.728
H -5.359 0.257 2.068
H -4.960 0.836 0.434
```

Gap between HOMO and LUMO (eV): 7.58
E (eV): -47369.086
E_HOMO (eV): -7.87
Maximum force (eV/Å): 1.098
Relative energy (zero: lowest compared OMol25 entry of this formula, charge and spin) (kJ/mol): 28.8
SMILES: CCCN1CCN(CCCNC(=O)Cn2nc(-c3ccc(Cl)cc3)ccc2=O)CC1


[2]
Computed, not measured: a cluster of 8 separate species, C40H69N2O14 in total at a distorted geometry, with ωB97M-V with the def2-TZVPD basis set.

Structure (XYZ):
```
125
C40H69N2O14 | OMol25 | ωB97M-V with the def2-TZVPD basis set
C 4.844 2.875 0.239
C 3.527 2.856 1.101
N 2.600 1.834 0.739
C 2.900 0.520 0.675
C 1.839 -0.129 -0.068
N 0.886 0.743 -0.321
C 1.358 1.986 0.174
C -0.312 0.405 -1.179
H 5.535 2.035 0.171
H 5.513 3.577 0.737
H 4.741 3.172 -0.805
H 2.941 3.774 1.057
H 3.827 2.785 2.147
H 3.863 0.184 1.032
H 1.690 -1.153 -0.376
H 0.828 2.924 0.102
H -1.028 1.227 -1.175
H -0.772 -0.543 -0.900
H 0.123 0.333 -2.176
C 10.452 -2.318 4.946
C 9.203 -1.622 4.902
C 8.308 -1.778 5.910
C 8.480 -2.623 6.954
C 9.706 -3.251 7.068
C 10.649 -3.153 6.056
O 11.901 -3.789 6.221
O 7.132 -1.068 5.802
H 11.165 -2.232 4.140
H 8.973 -0.976 4.067
H 7.827 -2.744 7.806
H 9.994 -3.811 7.945
H 11.934 -4.025 7.151
H 6.327 -1.382 6.221
C 1.507 0.554 7.466
C 0.808 1.622 7.079
C -0.130 1.496 6.124
C -0.302 0.294 5.378
C 0.396 -0.788 5.894
C 1.397 -0.595 6.830
O 2.280 -1.549 7.258
O -0.747 2.695 5.648
H 2.214 0.645 8.278
H 0.891 2.580 7.570
H -0.833 0.195 4.443
H 0.308 -1.743 5.398
H 1.867 -2.414 7.321
H -1.608 2.550 5.249
C -0.096 -7.191 -1.826
C -1.224 -7.200 -2.677
C -2.484 -6.722 -2.172
C -2.464 -6.093 -0.915
C -1.263 -6.024 -0.139
C -0.083 -6.488 -0.585
O 1.086 -6.484 0.193
O -3.638 -6.998 -2.878
H 0.804 -7.678 -2.169
H -1.256 -7.613 -3.674
H -3.321 -5.546 -0.552
H -1.260 -5.651 0.875
H 1.006 -7.118 0.909
H -4.378 -6.500 -2.523
C -0.977 4.852 -4.199
O -0.900 5.622 -2.991
C 0.250 6.459 -2.932
C -0.113 7.618 -2.021
O 0.978 8.575 -1.885
C 0.661 9.918 -1.445
H -1.267 5.503 -5.023
H -1.837 4.221 -3.972
H -0.103 4.217 -4.344
H 0.609 6.845 -3.886
H 1.086 5.899 -2.514
H -0.257 7.174 -1.036
H -1.005 8.130 -2.382
H -0.207 10.346 -1.947
H 1.571 10.501 -1.583
H 0.396 10.035 -0.394
C -4.926 5.167 2.892
O -5.113 3.780 2.966
C -5.875 3.205 1.907
C -6.340 1.812 2.297
O -5.169 0.993 2.168
C -5.211 -0.220 2.905
H -4.418 5.326 1.940
H -4.310 5.526 3.716
H -5.862 5.716 2.987
H -5.320 3.376 0.986
H -6.767 3.813 1.758
H -7.220 1.453 1.763
H -6.746 1.844 3.308
H -4.965 -0.050 3.954
H -4.466 -0.768 2.329
H -6.151 -0.760 2.788
C -5.455 -2.180 -5.133
O -6.038 -2.474 -3.910
C -7.477 -2.198 -3.737
C -7.493 -2.433 -2.191
O -7.718 -3.805 -1.989
C -8.645 -4.252 -1.080
H -5.556 -1.111 -5.318
H -5.804 -2.919 -5.854
H -4.456 -2.500 -4.836
H -8.096 -2.958 -4.213
H -7.733 -1.143 -3.844
H -8.356 -1.874 -1.828
H -6.578 -2.192 -1.651
H -8.996 -5.259 -1.306
H -9.586 -3.705 -1.024
H -8.088 -4.258 -0.143
C 3.687 0.371 -5.445
O 4.058 -1.030 -5.251
C 3.111 -2.010 -5.685
C 2.568 -1.987 -7.137
O 1.421 -1.115 -7.273
C 0.747 -1.174 -8.552
H 2.643 0.646 -5.598
H 4.145 0.878 -6.294
H 3.977 1.069 -4.660
H 2.305 -2.027 -4.951
H 3.393 -3.030 -5.425
H 2.439 -3.025 -7.444
H 3.320 -1.635 -7.843
H 1.477 -1.105 -9.358
H 0.010 -0.384 -8.704
H 0.319 -2.175 -8.603
```

Gap between HOMO and LUMO (eV): 6.73
E (eV): -74227.352
E_HOMO (eV): -9.53
Total charge: +1
Maximum force (eV/Å): 4.783